{
  "formula": "C32H24IN3O4PdS",
  "method": "the ωB97M-V functional and the def2-TZVPD basis",
  "symbols": ["Pd", "S", "C", "C", "C", "C", "C", "N", "H", "H", "H", "H", "I", "C", "C", "C", "C", "C", "C", "C", "C", "C", "C", "H", "H", "H", "H", "H", "H", "C", "C", "O", "O", "H", "H", "H", "O", "C", "N", "C", "C", "O", "N", "C", "C", "C", "C", "C", "C", "C", "C", "C", "C", "C", "C", "H", "H", "H", "H", "H", "H", "H", "H", "H", "H", "H"],
  "coordinates": [[-0.53, -0.48, 2.00], [0.72, -0.28, 4.51], [-0.27, -1.66, 4.75], [-0.35, -2.33, 5.97], [-1.13, -3.47, 6.05], [-1.80, -3.91, 4.93], [-1.68, -3.18, 3.74], [-0.94, -2.10, 3.66], [0.19, -1.95, 6.82], [-1.21, -4.01, 6.99], [-2.42, -4.80, 4.94], [-2.19, -3.49, 2.83], [-2.66, -1.44, 0.49], [-1.37, -2.68, -0.57], [-1.81, -3.26, -1.73], [-0.99, -4.17, -2.42], [0.24, -4.48, -1.92], [0.73, -3.89, -0.73], [2.01, -4.20, -0.23], [2.49, -3.59, 0.89], [1.70, -2.63, 1.56], [0.46, -2.31, 1.11], [-0.08, -2.95, -0.04], [-2.79, -3.02, -2.12], [-1.35, -4.62, -3.33], [0.88, -5.19, -2.44], [2.62, -4.92, -0.77], [3.48, -3.83, 1.26], [2.13, -2.10, 2.41], [-2.82, 2.71, 3.20], [-1.94, 1.57, 2.80], [-1.02, 1.73, 1.95], [-2.13, 0.42, 3.30], [-2.39, 3.66, 2.88], [-2.98, 2.70, 4.27], [-3.79, 2.59, 2.72], [2.02, 0.70, 1.49], [1.46, 0.85, 0.42], [1.85, 1.72, -0.57], [0.81, 1.84, -1.57], [-0.17, 0.73, -1.09], [-1.19, 0.43, -1.68], [0.33, 0.17, 0.03], [0.17, 3.23, -1.54], [1.02, 4.34, -1.60], [0.51, 5.63, -1.58], [-0.86, 5.83, -1.52], [-1.71, 4.73, -1.48], [-1.20, 3.44, -1.50], [1.31, 1.55, -2.99], [0.40, 1.41, -4.03], [0.85, 1.20, -5.32], [2.21, 1.14, -5.59], [3.12, 1.29, -4.56], [2.67, 1.50, -3.26], [2.43, 2.50, -0.29], [2.09, 4.20, -1.68], [1.19, 6.47, -1.63], [-1.26, 6.83, -1.52], [-2.78, 4.88, -1.44], [-1.86, 2.59, -1.47], [-0.66, 1.45, -3.81], [0.13, 1.08, -6.12], [2.55, 0.99, -6.61], [4.18, 1.25, -4.76], [3.38, 1.58, -2.45]],
  "nbo_charge": [1.1722, 0.2446, -0.0466, -0.1797, -0.1727, -0.2048, 0.0689, -0.4223, 0.2387, 0.2299, 0.2314, 0.2216, 0.3531, -0.1300, -0.2464, -0.2063, -0.1760, -0.0682, -0.1969, -0.1995, -0.2937, -0.1117, -0.0865, 0.2255, 0.2186, 0.2135, 0.2100, 0.2137, 0.2208, -0.7224, 0.7758, -0.6613, -0.7097, 0.2377, 0.2334, 0.2383, -0.6722, 0.7833, -0.6376, -0.0791, 0.6955, -0.6485, -0.6905, 0.0806, -0.2297, -0.2080, -0.2219, -0.1917, -0.2402, 0.0763, -0.2320, -0.1951, -0.2233, -0.2091, -0.2429, 0.4077, 0.2042, 0.2115, 0.2107, 0.2086, 0.2427, 0.2390, 0.2087, 0.2094, 0.2095, 0.2207],
  "fmax_ev_per_a": 0.85,
  "total_charge": 0,
  "spin_multiplicity": 5,
  "homo_energy_ev": [-7.543, -7.902],
  "lumo_ev": [0.004, -3.013]
}

{
  "formula": "C35H40N3O3PS",
  "method": "the ωB97M-V functional and the def2-TZVPD basis",
  "symbols": ["C", "C", "C", "C", "C", "C", "N", "C", "C", "N", "C", "C", "C", "C", "C", "C", "C", "C", "C", "P", "C", "C", "C", "H", "H", "H", "H", "H", "H", "H", "H", "H", "H", "H", "H", "H", "H", "H", "H", "H", "H", "H", "H", "H", "H", "H", "H", "H", "C", "O", "C", "C", "C", "C", "C", "N", "S", "O", "O", "C", "C", "C", "C", "C", "C", "C", "C", "C", "H", "H", "H", "H", "H", "H", "H", "H", "H", "H", "H", "H", "H", "H", "H"],
  "coordinates": [[-0.85, -0.77, 7.84], [-0.80, -1.14, 6.38], [-1.93, -1.69, 5.76], [-1.92, -2.03, 4.40], [-3.14, -2.69, 3.82], [-0.77, -1.75, 3.64], [-0.70, -2.08, 2.23], [-0.22, -3.32, 1.83], [-0.50, -3.60, 0.55], [-1.21, -2.60, -0.08], [-2.06, -2.93, -1.21], [-1.50, -2.94, -2.49], [-0.09, -2.50, -2.71], [-2.26, -3.37, -3.57], [-3.55, -3.87, -3.40], [-4.33, -4.39, -4.58], [-4.09, -3.90, -2.10], [-3.36, -3.44, -1.00], [-3.96, -3.56, 0.36], [-1.34, -1.16, 0.90], [0.40, -1.32, 4.28], [1.70, -1.27, 3.55], [0.36, -0.97, 5.63], [0.09, -0.30, 8.14], [-1.67, -0.08, 8.05], [-1.01, -1.66, 8.47], [-2.83, -1.86, 6.35], [-2.89, -3.46, 3.09], [-3.69, -3.18, 4.63], [-3.82, -1.96, 3.35], [0.26, -3.96, 2.56], [-0.31, -4.53, 0.03], [0.24, -2.83, -3.70], [0.00, -1.41, -2.70], [0.60, -2.91, -1.96], [-1.83, -3.33, -4.57], [-5.32, -4.74, -4.27], [-4.46, -3.61, -5.34], [-3.81, -5.22, -5.07], [-5.09, -4.30, -1.95], [-4.99, -3.94, 0.26], [-3.43, -4.28, 0.99], [-4.01, -2.60, 0.90], [-0.12, -0.20, 0.41], [2.31, -0.44, 3.92], [2.30, -2.19, 3.69], [1.55, -1.14, 2.47], [1.25, -0.56, 6.10], [5.95, 4.98, 2.45], [5.29, 3.75, 2.82], [4.35, 3.22, 2.00], [3.79, 1.98, 2.39], [2.84, 1.36, 1.61], [2.34, 1.97, 0.44], [1.32, 1.36, -0.43], [0.82, 2.09, -1.37], [0.10, 1.63, -2.78], [0.78, 0.46, -3.32], [-1.32, 1.58, -2.55], [0.47, 2.96, -3.92], [-0.30, 4.14, -3.89], [-0.09, 5.12, -4.86], [0.85, 4.93, -5.89], [0.98, 5.95, -6.98], [1.63, 3.77, -5.87], [1.44, 2.78, -4.91], [2.90, 3.20, 0.06], [3.90, 3.82, 0.80], [6.61, 5.16, 3.29], [6.53, 4.85, 1.52], [5.23, 5.81, 2.35], [4.15, 1.53, 3.32], [2.47, 0.38, 1.89], [1.15, 0.28, -0.29], [-1.04, 4.28, -3.12], [-0.67, 6.03, -4.84], [1.76, 5.66, -7.69], [0.05, 6.06, -7.54], [1.23, 6.94, -6.58], [2.40, 3.64, -6.64], [2.04, 1.88, -4.92], [2.55, 3.67, -0.86], [4.33, 4.76, 0.46]],
  "lowdin_charge": [-0.0577, -0.2685, -0.0119, -0.1985, -0.0463, -0.1891, -0.2844, -0.1630, -0.1610, -0.2667, -0.1943, -0.1980, -0.0350, -0.0057, -0.2676, -0.0591, -0.0122, -0.2025, -0.0532, 1.0372, -0.2002, -0.0469, -0.0078, 0.0736, 0.0828, 0.0840, 0.1220, 0.0611, 0.0816, 0.0859, 0.1203, 0.1207, 0.0838, 0.0488, 0.0777, 0.1213, 0.0721, 0.0831, 0.0826, 0.1124, 0.0777, 0.0789, 0.0580, -0.0562, 0.0738, 0.0994, 0.0509, 0.1176, -0.0570, -0.0870, -0.2614, 0.0043, -0.0186, -0.1907, -0.1443, -0.0584, 0.6425, -0.3233, -0.3024, -0.2735, -0.0485, -0.0367, -0.2718, -0.0541, -0.0339, -0.0473, -0.0158, -0.0039, 0.0908, 0.0980, 0.0950, 0.1174, 0.0706, 0.0687, 0.1181, 0.1177, 0.0740, 0.0861, 0.0833, 0.1142, 0.1123, 0.1112, 0.1034],
  "fmax_ev_per_a": 2.64,
  "smiles": "Cc1cc(C)c(N2C=CN(c3c(C)cc(C)cc3C)P2)c(C)c1.COc1ccc(/C=N/S(=O)(=O)c2ccc(C)cc2)cc1",
  "total_charge": 0,
  "homo_energy_ev": -6.758,
  "lumo_ev": -0.168
}

{
  "formula": "C7H7N4",
  "method": "the ωB97M-V functional and the def2-TZVPD basis",
  "symbols": ["C", "N", "C", "N", "C", "N", "C", "C", "N", "C", "C", "H", "H", "H", "H", "H", "H", "H"],
  "coordinates": [[-1.00, -0.49, 1.70], [-0.01, -1.22, 1.89], [0.86, -1.13, 0.77], [2.02, -1.73, 0.58], [2.64, -1.48, -0.50], [2.28, -0.70, -1.49], [1.25, 0.10, -1.25], [0.38, -0.14, -0.11], [-0.80, 0.43, 0.43], [-2.03, 0.61, -0.44], [-1.27, 1.83, 0.02], [-1.85, -0.41, 2.24], [3.57, -1.88, -0.76], [1.00, 0.96, -1.98], [-2.92, 0.27, -0.02], [-2.13, 0.25, -1.51], [-0.46, 2.30, -0.51], [-1.53, 2.44, 0.91]],
  "nbo_charge": [0.3161, -0.3012, 0.3495, -0.3859, 0.2864, -0.3895, 0.0985, -0.0086, -0.2825, -0.2069, -0.1689, 0.2239, 0.2071, 0.2177, 0.2479, 0.2777, 0.2547, 0.2638],
  "fmax_ev_per_a": 4.01,
  "smiles": "C1=Nc2ncncc2[N+]12CC2",
  "total_charge": 1,
  "homo_energy_ev": -14.076,
  "lumo_ev": -4.763
}

{
  "formula": "C4H12O3",
  "method": "the ωB97M-V functional and the def2-TZVPD basis",
  "symbols": ["C", "C", "C", "C", "H", "H", "H", "H", "H", "H", "O", "H", "H", "O", "H", "H", "O", "H", "H"],
  "coordinates": [[-2.35, 1.61, 0.83], [-1.13, 1.99, 0.49], [-0.72, 2.32, -0.86], [0.47, 2.87, -1.15], [-3.19, 1.62, 0.14], [-2.63, 1.47, 1.86], [-0.38, 2.22, 1.24], [-1.39, 2.27, -1.71], [0.55, 3.61, -1.92], [1.28, 2.71, -0.43], [0.39, -0.93, 1.52], [-0.15, -1.63, 1.90], [-0.31, -0.49, 1.00], [1.16, -2.09, -1.92], [0.42, -1.48, -1.79], [1.19, -2.56, -1.08], [1.92, -4.44, 0.68], [2.53, -3.81, 0.29], [2.34, -5.27, 0.89]],
  "nbo_charge": [-0.3851, -0.2369, -0.2316, -0.3580, 0.1970, 0.2015, 0.2145, 0.2011, 0.2078, 0.1911, -0.9356, 0.4667, 0.4672, -0.9372, 0.4664, 0.4709, -0.9581, 0.4780, 0.4804],
  "fmax_ev_per_a": 1.37,
  "smiles": "C=CC=C.O.O.O",
  "total_charge": 0,
  "homo_energy_ev": -8.978,
  "lumo_ev": 0.629
}